Model i:
# C6H10ClN

C6H10ClN in the gas phase (ωB97M-V/def2-TZVPD, the OMol25 dataset).

XYZ file:
```
18
Properties=species:S:1:pos:R:3:nbo_charge:R:1
C -1.075 -1.080 1.728 -0.37
C -0.274 -0.004 1.625 -0.21
C 0.127 0.830 0.424 -0.07
C 0.196 0.300 -0.823 -0.14
C 0.159 -1.165 -1.116 -0.27
N 0.909 -1.505 -2.297 -0.81
C 0.424 2.299 0.651 -0.37
Cl -0.902 3.194 1.522 -0.08
H -1.413 -1.538 0.799 0.19
H -1.498 -1.349 2.680 0.21
H -0.046 0.534 2.526 0.20
H 0.386 0.974 -1.673 0.20
H 0.589 -1.691 -0.237 0.21
H -0.923 -1.448 -1.231 0.17
H 0.544 -0.977 -3.031 0.35
H 0.789 -2.484 -2.489 0.36
H 1.308 2.319 1.276 0.22
H 0.698 2.791 -0.334 0.23
```

**LUMO energy**: 0.0278 Ha
**Charge**: 0
**HOMO level**: -8.91 eV
**SMILES**: C=C/C(=C\CN)CCl



Model ii:
# C6H10ClN

C6H10ClN in the gas phase (ωB97M-V/def2-TZVPD, the OMol25 dataset).

XYZ file:
```
18
Properties=species:S:1:pos:R:3:nbo_charge:R:1
C 1.274 1.863 -1.730 -0.39
C 1.117 1.291 -0.570 -0.19
C 0.353 -0.070 -0.534 -0.01
C -0.979 -0.092 0.145 -0.13
C -1.824 -1.410 0.278 -0.65
Cl -0.637 0.466 1.878 -0.10
C 1.177 -1.276 -0.277 -0.23
N 0.578 -1.035 -1.503 -0.60
H 0.829 1.383 -2.612 0.19
H 1.697 2.906 -1.818 0.21
H 1.210 1.964 0.212 0.22
H -1.698 0.706 -0.334 0.23
H -2.556 -1.060 0.989 0.23
H -1.471 -2.318 0.854 0.23
H -2.402 -1.914 -0.658 0.24
H 2.373 -1.195 -0.170 0.19
H 0.784 -2.078 0.440 0.19
H 1.314 -0.908 -2.181 0.38
```

**LUMO energy**: 0.0366 Ha
**Charge**: 0
**HOMO level**: -9.30 eV
**SMILES**: C=C[C@]1([C@@H](C)Cl)CN1



Model iii:
# C6H10ClN

C6H10ClN in the gas phase (ωB97M-V/def2-TZVPD, the OMol25 dataset).

XYZ file:
```
18
Properties=species:S:1:pos:R:3:nbo_charge:R:1
C -2.087 0.627 0.635 -0.63
C -0.933 -0.222 0.147 0.16
Cl -1.500 -1.920 -0.253 -0.08
C -0.241 0.455 -0.975 -0.46
C 1.011 -0.471 -1.173 -0.40
C 1.929 -0.304 0.089 -0.49
C 1.148 -0.389 1.378 0.17
N -0.080 -0.428 1.327 -0.46
H -2.838 0.327 1.478 0.24
H -2.839 0.934 -0.171 0.22
H -1.680 1.513 1.030 0.22
H 0.073 1.444 -0.556 0.22
H -0.702 0.483 -1.956 0.24
H 1.562 -0.132 -2.018 0.21
H 0.654 -1.495 -1.473 0.23
H 2.112 0.749 0.194 0.22
H 2.799 -0.943 -0.044 0.23
H 1.611 -0.227 2.339 0.18
```

**LUMO energy**: 0.0338 Ha
**Charge**: 0
**HOMO level**: -9.05 eV
**SMILES**: C[C@@]1(Cl)CCCC=N1



Model iv:
# C6H10ClN

C6H10ClN in the gas phase (ωB97M-V/def2-TZVPD, the OMol25 dataset).

XYZ file:
```
18
Properties=species:S:1:pos:R:3:nbo_charge:R:1
C -1.457 1.964 0.481 -0.61
C -1.220 0.725 -0.387 -0.07
N -2.250 -0.260 -0.182 -0.64
C -1.648 -1.589 -0.100 -0.21
C -0.289 -1.375 0.503 -0.46
C 0.084 -0.054 -0.057 0.00
C 1.222 0.520 -0.372 -0.24
Cl 2.753 -0.050 0.024 0.01
H -2.284 2.619 0.143 0.21
H -1.684 1.655 1.509 0.21
H -0.554 2.537 0.599 0.21
H -1.122 1.110 -1.427 0.18
H -2.987 -0.168 -0.875 0.37
H -1.554 -2.023 -1.144 0.17
H -2.290 -2.260 0.521 0.20
H 0.425 -2.166 0.335 0.24
H -0.399 -1.251 1.647 0.22
H 1.257 1.473 -0.854 0.21
```

**LUMO energy**: 0.0348 Ha
**Charge**: 0
**HOMO level**: -8.76 eV
**SMILES**: C[C@@H]1NCC/C1=C\Cl



The winner here is model iv, beating the second structure by 0.0193 hartree.



Model i:
# C6H6N4

C6H6N4 in the gas phase (ωB97M-V/def2-TZVPD, the OMol25 dataset).

XYZ file:
```
16
Properties=species:S:1:pos:R:3:nbo_charge:R:1
N -1.909 -0.500 1.428 -0.82
C -0.825 -0.625 0.545 0.22
C 0.292 -1.482 0.938 -0.33
C 1.552 -1.252 0.469 0.02
N 1.954 -0.224 -0.316 -0.44
C 0.828 0.433 -0.740 0.34
N 0.940 1.417 -1.692 -0.58
C -0.370 2.014 -1.582 0.23
N -1.277 1.534 -0.883 -0.38
C -0.586 0.311 -0.444 -0.01
H -2.222 -1.640 1.655 0.34
H -1.701 -0.361 2.448 0.39
H -0.176 -2.539 1.210 0.22
H 2.137 -1.966 0.982 0.20
H 1.892 2.241 -1.597 0.43
H -0.530 2.640 -2.421 0.18
```

**LUMO energy**: 0.0141 Ha
**Charge**: 0
**HOMO level**: -8.93 eV
**SMILES**: Nc1ccnc2[nH]cnc12



Model ii:
# C6H6N4

2 unconnected molecules or ions with the total composition C6H6N4 (ωB97M-V/def2-TZVPD, the OMol25 dataset).

XYZ file:
```
16
Properties=species:S:1:pos:R:3:nbo_charge:R:1
C 1.726 1.561 -0.075 -0.62
C 1.069 0.064 -0.186 0.22
C 0.956 -2.308 0.037 0.25
C -1.020 -1.246 -0.184 0.34
C -2.477 0.253 -0.154 0.27
C -0.313 0.047 -0.067 -0.04
H 1.442 1.561 1.409 0.19
H 2.832 1.567 -0.062 0.25
H 1.143 2.460 -0.689 0.25
H 1.456 -3.367 0.165 0.21
H -3.364 1.034 0.176 0.20
H -0.997 1.949 0.365 0.46
N 1.731 -1.156 -0.374 -0.47
N -0.394 -2.374 -0.031 -0.45
N -2.377 -1.057 -0.097 -0.45
N -1.416 1.013 -0.234 -0.57
```

**LUMO energy**: 0.0005 Ha
**Charge**: 0
**HOMO level**: -9.25 eV



The winner here is model i, beating the second structure by 0.0421 hartree.



Model i:
# C9H36F2N19O13S2Sn

A molecular structure, C9H36F2N19O13S2Sn (ωB97M-V/def2-TZVPD, the OMol25 dataset).

XYZ file:
```
82
Properties=species:S:1:pos:R:3:mulliken_charge:R:1
Sn -1.323 1.209 3.699 1.52
N -0.195 0.833 1.160 0.02
S 0.154 1.925 -0.001 0.62
O -0.877 2.819 -0.385 -0.70
O 1.238 1.661 -0.878 -0.42
F 0.961 2.804 1.122 -0.41
S -0.916 -0.279 0.131 0.61
O -0.153 -1.486 0.125 -0.35
O -1.615 0.073 -1.058 -0.35
F -2.128 -0.670 1.064 -0.17
C 3.232 -2.042 -2.453 0.54
O 2.934 -3.193 -2.733 -0.68
N 2.429 -1.286 -1.632 0.15
N 4.385 -1.427 -2.862 -0.32
H 1.544 -1.664 -1.357 -0.06
H 2.854 -0.459 -1.245 -0.03
H 4.368 -0.438 -2.686 0.17
H 4.996 -1.876 -3.516 0.23
C -0.792 -5.054 1.749 0.61
O -1.325 -5.880 2.471 -0.66
N -1.467 -4.353 0.787 -0.29
N 0.510 -4.633 1.847 -0.36
H -1.139 -3.514 0.346 0.16
H -2.440 -4.588 0.706 0.19
H 1.057 -4.985 2.613 0.26
H 0.711 -3.688 1.568 0.04
C -4.268 2.277 0.393 0.55
O -3.575 2.048 1.395 -0.57
N -3.843 2.960 -0.697 -0.21
N -5.613 2.036 0.411 -0.43
H -2.848 3.078 -0.748 0.25
H -4.439 3.228 -1.456 0.19
H -6.116 2.448 -0.351 0.17
H -5.993 1.709 1.279 0.24
C 1.146 -1.697 3.345 0.43
O -0.090 -1.719 3.582 -0.55
N 1.979 -2.449 4.109 -0.40
N 1.694 -0.892 2.431 0.20
H 2.969 -2.403 3.952 0.16
H 1.455 -3.036 4.735 0.26
H 1.154 -0.329 1.800 0.11
H 2.694 -0.758 2.388 -0.03
C 0.477 1.729 -4.350 0.66
O -0.321 1.969 -5.245 -0.65
N 0.992 0.461 -4.248 -0.37
N 1.010 2.661 -3.519 -0.24
H 1.655 0.271 -3.516 0.24
H 0.515 -0.266 -4.736 0.22
H 0.611 3.579 -3.539 0.14
H 1.679 2.364 -2.839 0.10
C 2.173 5.433 -0.253 0.71
O 3.266 4.939 -0.040 -0.62
N 1.749 5.878 -1.483 -0.39
N 1.310 5.720 0.770 -0.38
H 2.326 6.324 -2.171 0.22
H 0.767 6.087 -1.539 0.15
H 0.429 6.166 0.593 0.16
H 1.485 5.215 1.617 0.17
C -3.119 -1.317 -4.366 0.54
O -4.249 -1.187 -3.916 -0.64
N -2.093 -0.500 -4.005 -0.06
N -2.803 -2.246 -5.319 -0.40
H -2.147 0.040 -3.161 0.09
H -1.156 -0.753 -4.242 0.05
H -3.437 -2.988 -5.538 0.21
H -2.043 -1.949 -5.904 0.20
C 4.742 0.802 1.552 0.53
O 4.900 0.519 0.382 -0.58
N 3.851 1.694 2.067 -0.28
N 5.388 0.093 2.552 -0.39
H 3.557 1.715 3.024 0.24
H 3.204 2.071 1.389 0.05
H 6.065 -0.574 2.229 0.23
H 5.298 0.420 3.495 0.19
C -3.651 -2.069 3.508 0.71
O -3.586 -0.866 3.199 -0.55
N -2.813 -2.647 4.408 -0.26
N -4.532 -2.925 2.950 -0.40
H -1.973 -2.165 4.668 0.12
H -2.975 -3.556 4.801 0.19
H -5.170 -2.616 2.238 0.23
H -4.685 -3.838 3.339 0.17
```

**LUMO energy**: -0.2509 Ha
**Charge**: +1
**HOMO level**: -10.89 eV



Model ii:
# C9H36F2N19O13S2Sn

A molecular structure, C9H36F2N19O13S2Sn (ωB97M-V/def2-TZVPD, the OMol25 dataset).

XYZ file:
```
82
Properties=species:S:1:pos:R:3:mulliken_charge:R:1
Sn 3.994 -1.349 4.922 1.19
N -0.235 -0.342 1.497 -0.23
S -1.701 -0.799 1.570 1.07
O -2.399 -0.914 0.213 -0.47
O -2.449 -0.496 2.774 -0.50
F -1.163 -2.369 1.748 -0.32
S -0.637 1.004 0.552 1.11
O -1.833 1.816 0.815 -0.49
O -0.219 0.786 -0.817 -0.52
F 0.479 1.980 1.090 -0.25
C -2.403 -4.510 -5.278 0.67
O -3.559 -4.323 -5.233 -0.58
N -1.865 -5.194 -6.202 -0.33
N -1.455 -4.282 -4.476 -0.34
H -0.864 -5.267 -6.082 0.13
H -2.436 -5.716 -6.852 0.20
H -0.488 -4.431 -4.725 0.13
H -1.600 -3.776 -3.614 0.19
C 3.846 -4.637 -0.657 0.65
O 4.157 -4.864 0.492 -0.67
N 4.215 -5.351 -1.695 -0.38
N 3.155 -3.568 -1.010 -0.34
H 4.073 -5.186 -2.682 0.17
H 4.619 -6.261 -1.525 0.21
H 3.000 -3.546 -2.008 0.16
H 2.578 -3.075 -0.343 0.20
C -0.906 3.323 7.352 0.62
O -1.645 3.230 8.315 -0.61
N -0.140 4.429 7.119 -0.39
N -0.537 2.376 6.557 -0.39
H 0.632 4.214 6.503 0.14
H -0.384 5.323 7.521 0.21
H -1.237 1.667 6.392 0.25
H 0.084 2.637 5.804 0.18
C 6.145 2.503 -4.585 0.62
O 5.663 2.318 -5.659 -0.58
N 7.437 2.693 -4.276 -0.40
N 5.454 2.597 -3.415 -0.39
H 7.643 3.116 -3.383 0.17
H 8.150 2.426 -4.940 0.21
H 6.147 2.554 -2.681 0.16
H 4.486 2.316 -3.352 0.21
C -8.208 -1.845 3.086 0.72
O -8.790 -1.420 2.085 -0.58
N -7.570 -2.941 3.243 -0.38
N -8.156 -1.259 4.242 -0.37
H -7.300 -3.369 2.369 0.22
H -7.441 -3.369 4.148 0.19
H -7.839 -1.798 5.035 0.14
H -8.601 -0.375 4.442 0.21
C -3.298 -10.135 3.768 0.63
O -4.146 -10.926 3.574 -0.60
N -3.173 -8.943 3.357 -0.34
N -2.400 -10.323 4.675 -0.41
H -3.930 -8.512 2.847 0.21
H -2.335 -8.437 3.606 0.17
H -2.468 -11.108 5.306 0.20
H -1.484 -9.903 4.750 0.16
C -4.887 8.530 1.471 0.64
O -5.975 8.099 1.592 -0.59
N -3.898 7.749 1.250 -0.40
N -4.629 9.779 1.313 -0.36
H -4.127 6.774 1.123 0.22
H -2.990 7.954 0.858 0.19
H -5.316 10.500 1.148 0.22
H -3.642 9.907 1.139 0.16
C 0.581 0.083 -8.358 0.70
O -0.561 -0.121 -8.492 -0.59
N 1.020 0.620 -7.315 -0.34
N 1.418 -0.057 -9.375 -0.41
H 2.013 0.794 -7.380 0.13
H 0.396 0.776 -6.537 0.21
H 2.342 0.271 -9.130 0.16
H 1.064 -0.586 -10.159 0.23
C 7.489 6.530 0.923 0.63
O 7.854 7.204 -0.057 -0.66
N 8.333 6.217 1.882 -0.40
N 6.256 6.076 1.061 -0.38
H 7.856 5.841 2.689 0.18
H 9.189 6.751 1.845 0.25
H 5.944 5.638 1.915 0.15
H 5.608 6.280 0.314 0.23
```

**LUMO energy**: -0.3598 Ha
**Charge**: +1
**HOMO level**: -10.94 eV



The winner here is model i, beating the second structure by 0.5808 hartree.



Model i:
# C8H8N3

A molecular structure, C8H8N3 (ωB97M-V/def2-TZVPD, the OMol25 dataset).

XYZ file:
```
19
Properties=species:S:1:pos:R:3:nbo_charge:R:1
C -1.121 2.359 -1.880 -0.16
C -1.752 1.210 -2.400 -0.15
C -0.360 2.242 -0.675 0.04
C -1.349 0.026 -1.855 0.32
C -0.777 -2.021 -1.572 0.02
C -0.177 -1.206 -0.520 0.18
C 0.917 -1.771 1.048 0.16
C 1.130 -0.810 2.073 -0.81
N -0.059 1.104 -0.149 -0.18
N -1.541 -1.236 -2.275 -0.37
N -0.503 0.067 -0.787 -0.20
H -1.505 3.378 -2.023 0.26
H -2.199 1.140 -3.347 0.27
H 0.076 3.095 -0.265 0.23
H -0.961 -3.120 -1.482 0.25
H 0.853 -2.821 0.833 0.23
H 1.241 -1.221 3.159 0.29
H 0.396 0.124 1.982 0.31
H 1.968 -0.167 1.956 0.31
```

**LUMO energy (spin up / spin down)**: -0.1897 / -0.2570 Ha
**Charge**: +1
**HOMO level (spin up / spin down)**: -13.38 / -12.75 eV



Model ii:
# C8H8N3

A gas-phase ion, C8H8N3 (charge +1) (ωB97M-V/def2-TZVPD, the OMol25 dataset).

XYZ file:
```
19
Properties=species:S:1:pos:R:3:nbo_charge:R:1
C 2.442 1.842 -0.409 -0.72
C 1.720 0.622 -0.189 0.21
C 0.316 0.532 0.058 0.01
C -0.271 -0.851 -0.032 -0.16
C -1.556 -1.416 -0.234 -0.20
C -2.922 -1.114 -0.358 -0.21
C -3.857 -0.152 -0.105 0.05
N -3.821 1.098 0.331 -0.38
C -2.720 1.706 0.367 0.60
N -1.537 1.803 0.195 -0.08
N -0.329 1.712 0.101 -0.15
H 2.459 1.835 -1.533 0.31
H 3.472 1.730 0.024 0.27
H 2.044 2.825 -0.143 0.28
H 2.515 -0.130 -0.144 0.25
H 0.572 -1.557 -0.138 0.23
H -1.513 -2.456 -0.500 0.24
H -3.514 -1.995 -0.718 0.25
H -4.804 -0.371 -0.615 0.22
```

**LUMO energy (spin up / spin down)**: -0.2439 / -0.2439 Ha
**Charge**: +1
**HOMO level (spin up / spin down)**: -13.10 / -13.10 eV
**SMILES**: C/C=C1/C=C\C=C/[N+]#C\N=N/1



The winner here is model i, beating the second structure by 0.0083 hartree.



Model i:
# C4H5ClN2

C4H5ClN2 in the gas phase (ωB97M-V/def2-TZVPD, the OMol25 dataset).

XYZ file:
```
12
Properties=species:S:1:pos:R:3:nbo_charge:R:1
C 0.670 2.070 0.022 -0.65
C 0.608 0.656 -0.028 0.13
N 1.789 -0.023 -0.154 -0.34
N 1.605 -1.359 -0.021 -0.28
C 0.316 -1.561 0.085 -0.06
C -0.378 -0.397 -0.017 -0.13
Cl -2.117 -0.001 -0.018 -0.01
H 1.762 2.419 0.222 0.22
H 0.302 2.435 1.088 0.24
H 0.287 2.567 -0.807 0.24
H 2.745 0.246 0.330 0.42
H -0.170 -2.586 0.321 0.23
```

**LUMO energy**: 0.0294 Ha
**Charge**: 0
**HOMO level**: -8.89 eV
**SMILES**: Cc1[nH]ncc1Cl



Model ii:
# C4H5ClN2

C4H5ClN2 in the gas phase (ωB97M-V/def2-TZVPD, the OMol25 dataset).

XYZ file:
```
12
Properties=species:S:1:pos:R:3:nbo_charge:R:1
C 2.609 0.604 0.161 -0.09
N 1.558 0.605 -0.629 -0.23
N 1.026 -0.658 -0.517 -0.28
C -0.162 -0.823 -0.269 0.05
C -1.239 0.166 -0.178 -0.12
C -2.518 -0.295 -0.058 -0.35
Cl -0.798 1.870 -0.235 0.04
H 2.869 0.007 0.977 0.17
H 2.971 1.684 0.417 0.17
H -0.273 -2.055 -0.005 0.21
H -3.408 0.320 -0.036 0.22
H -2.635 -1.425 0.371 0.22
```

**LUMO energy**: 0.0047 Ha
**Charge**: 0
**HOMO level**: -9.10 eV
**SMILES**: C=N/N=C\C(=C)Cl



Model iii:
# C4H5ClN2

C4H5ClN2 in the gas phase (ωB97M-V/def2-TZVPD, the OMol25 dataset).

XYZ file:
```
12
Properties=species:S:1:pos:R:3:nbo_charge:R:1
C 0.022 -0.875 -0.075 -0.32
C -1.243 -1.220 -0.003 -0.01
C 0.279 0.552 -0.042 0.13
C 1.709 1.007 -0.064 -0.64
N -0.680 1.310 -0.052 -0.14
N -2.103 -0.173 0.319 -0.40
Cl -3.626 0.200 -0.280 0.19
H 0.940 -1.566 -0.203 0.23
H -1.586 -2.261 0.306 0.24
H 1.913 2.063 -0.140 0.25
H 2.063 0.725 0.900 0.23
H 2.311 0.238 -0.667 0.23
```

**LUMO energy (spin up / spin down)**: -0.0110 / -0.0187 Ha
**Charge**: 0
**HOMO level (spin up / spin down)**: -8.70 / -8.61 eV



The winner here is model i, beating the second structure by 0.1023 hartree.



Model i:
# C4H5ClN2

C4H5ClN2 in the gas phase (ωB97M-V/def2-TZVPD, the OMol25 dataset).

XYZ file:
```
12
Properties=species:S:1:pos:R:3:nbo_charge:R:1
C 0.915 1.447 -0.001 -0.41
C -0.226 0.784 0.126 -0.04
C 2.113 0.752 0.129 0.46
C -0.135 -0.775 0.287 -0.29
N 3.320 0.798 -0.048 -0.48
N 1.138 -1.391 0.181 -0.68
Cl 4.381 -0.436 0.030 0.23
H 0.769 2.609 0.031 0.26
H -1.132 1.316 0.066 0.21
H -0.637 -0.926 1.308 0.21
H -0.955 -1.229 -0.504 0.20
H 1.546 -1.262 -0.739 0.33
```

**LUMO energy (spin up / spin down)**: -0.0138 / -0.0133 Ha
**Charge**: 0
**HOMO level (spin up / spin down)**: -8.28 / -8.69 eV



Model ii:
# C4H5ClN2

C4H5ClN2 in the gas phase (ωB97M-V/def2-TZVPD, the OMol25 dataset).

XYZ file:
```
12
Properties=species:S:1:pos:R:3:nbo_charge:R:1
Cl 3.482 0.646 1.304 0.02
N 2.819 1.381 -0.150 -0.28
N 2.122 2.713 0.274 -0.18
C 1.479 1.669 0.124 0.36
C 0.219 1.022 0.311 -0.33
C -0.208 -0.001 -0.768 -0.39
C 0.273 -0.515 0.591 -0.40
H -0.521 1.424 0.991 0.26
H 0.386 -0.155 -1.706 0.24
H -1.250 -0.093 -1.012 0.23
H -0.210 -0.981 1.451 0.24
H 1.272 -1.007 0.448 0.23
```

**LUMO energy**: 0.0281 Ha
**Charge**: 0
**HOMO level**: -10.16 eV
**SMILES**: ClN1N=C1C1CC1



The winner here is model ii, beating the second structure by 0.0355 hartree.